(w)
Molecular formula: C4H8NO2S
Method: DFT, the ωB97M-V functional and the def2-TZVPD basis

Element x y z (Å)
O (-1.81, -1.67, 0.48)
C (-1.12, -1.61, -0.61)
C (0.23, -0.80, -0.36)
C (1.41, -1.44, -0.32)
S (-1.35, 3.33, 0.14)
N (0.04, 0.48, -0.06)
C (0.91, 1.10, 0.89)
O (2.18, 0.99, 0.70)
H (-0.82, -2.59, -1.03)
H (-1.54, -1.00, -1.44)
H (2.33, -0.85, -0.20)
H (1.45, -2.50, -0.16)
H (-2.18, 2.68, -0.70)
H (-0.82, 1.02, -0.11)
H (0.51, 2.18, 0.93)
H (0.57, 0.66, 1.87)

The gap between HOMO and LUMO is 4.5 eV. As for the total charge: -1. For the LUMO energy, the calculation gives 0.36 eV.

(x)
Molecular formula: C4H8NO2S
Method: DFT, the ωB97M-V functional and the def2-TZVPD basis

Element x y z (Å)
C (0.76, -0.16, 1.21)
C (-0.26, -0.60, 0.19)
C (0.08, -0.19, -1.28)
N (-1.69, -0.01, 0.57)
O (-1.66, 1.42, 0.77)
C (-2.83, -0.56, -0.09)
O (-2.69, -1.68, -0.54)
S (-4.10, 0.54, -0.17)
H (0.45, 0.85, 1.64)
H (0.91, -0.84, 2.09)
H (1.71, -0.02, 0.88)
H (-0.51, -1.60, 0.19)
H (0.04, 0.87, -1.13)
H (-0.67, -0.64, -1.85)
H (1.20, -0.34, -1.47)
H (-2.64, 1.45, 0.47)

The structure (SMILES) is CC(C)N(O)C([O-])=S. The gap between HOMO and LUMO is 7.6 eV. As for the total charge: -1. For the LUMO energy, the calculation gives 3.78 eV.

(y)
Molecular formula: C4H8NO2S
Method: DFT, the ωB97M-V functional and the def2-TZVPD basis

Element x y z (Å)
O (-1.04, 0.33, 2.73)
C (-0.12, 0.52, 1.91)
C (-0.35, 0.53, 0.44)
C (0.85, 1.53, 0.03)
S (0.78, 2.55, -1.47)
N (0.19, -0.85, 0.04)
C (-0.68, -1.85, -0.88)
O (-0.41, -1.62, -2.36)
H (0.97, 0.48, 2.32)
H (-1.32, 0.60, -0.10)
H (1.85, 1.08, 0.37)
H (0.76, 2.41, 0.81)
H (-0.56, -0.41, -2.32)
H (1.07, -0.66, -0.28)
H (-0.22, -2.76, -0.72)
H (-1.75, -1.87, -0.52)

The gap between HOMO and LUMO is 6.6 eV. As for the total charge: -1. For the LUMO energy, the calculation gives 3.66 eV.

Stability summary: most stable (x), least stable (w).

(w)
Molecular formula: C18H32N2O6
Method: DFT, the ωB97M-V functional and the def2-TZVPD basis

Element x y z (Å)
C (-2.12, -1.08, 9.90)
C (-2.06, -2.55, 9.59)
O (-2.00, -2.68, 8.15)
C (-1.94, -3.94, 7.69)
O (-1.94, -4.91, 8.39)
C (-1.89, -4.02, 6.18)
N (-1.83, -2.73, 5.54)
C (-1.41, -2.61, 4.25)
O (-1.11, -3.59, 3.59)
C (-1.34, -1.20, 3.71)
C (-2.41, -0.95, 2.63)
C (-2.60, -2.00, 1.53)
C (-1.32, -2.38, 0.75)
N (-0.24, -1.41, 0.87)
C (-0.18, -0.23, 0.19)
O (0.62, 0.65, 0.48)
C (-1.11, -0.08, -1.02)
O (-1.33, 1.30, -1.26)
C (-0.51, -0.79, -2.24)
O (-1.46, -0.85, -3.29)
C (-2.38, -1.91, -3.18)
C (0.80, -0.20, -2.78)
C (0.60, 1.08, -3.59)
C (1.51, -1.25, -3.63)
C (0.63, -1.55, 2.04)
C (0.08, -0.83, 3.26)
H (-2.16, -0.94, 10.98)
H (-1.23, -0.56, 9.53)
H (-3.00, -0.61, 9.46)
H (-1.18, -3.03, 10.01)
H (-2.94, -3.08, 9.95)
H (-1.02, -4.61, 5.91)
H (-2.76, -4.60, 5.86)
H (-2.03, -1.91, 6.09)
H (-1.58, -0.51, 4.53)
H (-3.38, -0.83, 3.12)
H (-2.19, 0.02, 2.17)
H (-3.01, -2.91, 1.96)
H (-3.35, -1.61, 0.84)
H (-0.93, -3.31, 1.15)
H (-1.55, -2.55, -0.30)
H (-2.07, -0.56, -0.79)
H (-2.27, 1.45, -1.34)
H (-0.28, -1.82, -1.92)
H (-3.03, -1.87, -4.04)
H (-1.86, -2.88, -3.16)
H (-3.00, -1.83, -2.27)
H (1.42, 0.03, -1.91)
H (-0.05, 0.90, -4.44)
H (0.18, 1.88, -2.99)
H (1.57, 1.41, -3.97)
H (0.88, -1.55, -4.47)
H (2.44, -0.86, -4.02)
H (1.74, -2.15, -3.05)
H (0.74, -2.61, 2.23)
H (1.60, -1.13, 1.79)
H (0.09, 0.24, 3.05)
H (0.77, -0.99, 4.10)

The structure (SMILES) is CCOC(=O)CNC(=O)[C@@H]1CCCN(C(=O)[C@@H](O)[C@@H](OC)C(C)C)CC1. The gap between HOMO and LUMO is 9.5 eV. For the LUMO energy, the calculation gives 0.43 eV.

(x)
Molecular formula: C18H32N2O6
Method: DFT, the ωB97M-V functional and the def2-TZVPD basis

Element x y z (Å)
C (-4.72, 7.46, 5.09)
C (-4.20, 8.32, 3.97)
O (-3.48, 7.46, 3.06)
C (-2.94, 8.07, 1.99)
O (-3.03, 9.25, 1.78)
C (-2.21, 7.12, 1.08)
N (-2.18, 5.76, 1.56)
C (-1.69, 4.77, 0.78)
O (-1.23, 5.01, -0.33)
C (-1.72, 3.38, 1.39)
C (-0.33, 3.00, 1.95)
C (0.90, 3.28, 1.07)
C (0.84, 2.67, -0.34)
N (-0.12, 1.58, -0.49)
C (0.07, 0.31, -0.02)
O (-0.84, -0.49, 0.06)
C (1.50, -0.09, 0.33)
O (1.44, -1.14, 1.27)
C (2.29, -0.48, -0.93)
O (3.57, -0.94, -0.52)
C (4.52, 0.09, -0.39)
C (1.64, -1.54, -1.83)
C (1.46, -2.90, -1.17)
C (2.46, -1.67, -3.12)
C (-1.49, 1.98, -0.80)
C (-2.31, 2.32, 0.44)
H (-5.27, 8.07, 5.80)
H (-5.39, 6.69, 4.71)
H (-3.90, 6.97, 5.62)
H (-5.00, 8.81, 3.42)
H (-3.51, 9.09, 4.33)
H (-2.68, 7.17, 0.09)
H (-1.20, 7.51, 0.94)
H (-2.62, 5.55, 2.44)
H (-2.39, 3.41, 2.25)
H (-0.18, 3.54, 2.89)
H (-0.36, 1.94, 2.21)
H (1.04, 4.35, 0.97)
H (1.77, 2.90, 1.61)
H (0.53, 3.43, -1.05)
H (1.83, 2.33, -0.65)
H (2.01, 0.77, 0.78)
H (2.36, -1.37, 1.47)
H (2.42, 0.42, -1.54)
H (5.45, -0.37, -0.05)
H (4.69, 0.59, -1.35)
H (4.22, 0.84, 0.35)
H (0.65, -1.16, -2.09)
H (2.42, -3.27, -0.79)
H (0.76, -2.85, -0.34)
H (1.09, -3.62, -1.90)
H (3.46, -2.05, -2.90)
H (1.98, -2.36, -3.81)
H (2.57, -0.71, -3.63)
H (-1.44, 2.83, -1.48)
H (-1.97, 1.14, -1.31)
H (-2.44, 1.41, 1.01)
H (-3.30, 2.65, 0.11)

The structure (SMILES) is CCOC(=O)CNC(=O)[C@@H]1CCCN(C(=O)[C@@H](O)[C@@H](OC)C(C)C)CC1. The gap between HOMO and LUMO is 9.5 eV. For the LUMO energy, the calculation gives 0.45 eV.

Stability summary: most stable (x), least stable (w).

(w)
Molecular formula: C6H12NS
Method: DFT, the ωB97M-V functional and the def2-TZVPD basis

Element x y z (Å)
C (1.47, 1.06, 1.69)
C (0.87, 0.25, 0.56)
C (-0.23, -0.73, 0.84)
C (-0.48, -1.83, -0.14)
C (-0.76, -1.23, -1.53)
N (-0.55, 0.27, -1.49)
C (-0.39, 0.78, -0.11)
S (-1.39, 2.14, 0.36)
H (0.85, 1.00, 2.59)
H (1.56, 2.11, 1.41)
H (2.46, 0.69, 1.93)
H (1.63, -0.08, -0.15)
H (-0.72, -0.72, 1.80)
H (-1.33, -2.43, 0.19)
H (0.39, -2.50, -0.19)
H (-0.10, -1.65, -2.30)
H (-1.79, -1.43, -1.83)
H (0.28, 0.51, -2.05)
H (-1.36, 0.74, -1.92)
H (-0.42, 3.05, 0.35)

The structure (SMILES) is C[C@H]1[C@@H]2CC[NH2+][C@]12S. The gap between HOMO and LUMO is 10.1 eV. As for the total charge: +1. For the LUMO energy, the calculation gives -3.21 eV.

(x)
Molecular formula: C6H12NS
Method: DFT, the ωB97M-V functional and the def2-TZVPD basis

Element x y z (Å)
C (-1.00, 1.27, -0.21)
C (-0.23, 0.09, -0.37)
C (0.22, -0.44, -1.58)
C (-0.44, -0.14, -2.91)
S (1.56, -1.39, -1.50)
N (0.40, -0.45, 0.99)
C (1.41, 0.54, 1.42)
C (-0.58, -0.85, 2.01)
H (-0.94, 1.62, 0.82)
H (-1.59, 1.85, -0.88)
H (-1.34, -0.71, -2.97)
H (-0.81, 0.93, -3.16)
H (0.21, -0.53, -3.73)
H (0.95, -1.23, 0.57)
H (0.91, 1.54, 1.50)
H (1.66, 0.33, 2.45)
H (2.17, 0.60, 0.70)
H (-0.18, -1.57, 2.73)
H (-0.97, -0.09, 2.66)
H (-1.39, -1.37, 1.47)

The structure (SMILES) is C=C(C(C)=S)[NH+](C)C. The gap between HOMO and LUMO is 7.9 eV. As for the total charge: +1. For the LUMO energy, the calculation gives -5.38 eV.

(y)
Molecular formula: C6H12NS
Method: DFT, the ωB97M-V functional and the def2-TZVPD basis

Element x y z (Å)
C (2.17, 0.49, -0.11)
C (-0.38, -2.16, 0.06)
C (-0.80, 0.53, -1.36)
C (-0.74, 1.53, 1.00)
C (-0.76, -0.93, 0.82)
C (-0.35, 0.37, 0.08)
N (1.02, 0.49, 0.10)
S (3.98, 0.40, -0.04)
H (-1.10, -2.84, 0.28)
H (0.56, -2.73, 0.31)
H (-0.31, -1.98, -1.02)
H (-0.47, 1.44, -1.76)
H (-1.83, 0.43, -1.64)
H (-0.26, -0.14, -2.07)
H (0.07, 1.98, 1.55)
H (-1.18, 2.34, 0.49)
H (-1.46, 1.19, 1.80)
H (-1.87, -0.85, 0.57)
H (-0.46, -0.79, 1.91)
H (4.16, 1.24, -0.96)

The gap between HOMO and LUMO is 10.5 eV. As for the total charge: +1. For the LUMO energy, the calculation gives -4.64 eV.

Stability summary: most stable (w), least stable (y).

(w)
Molecular formula: CH3F2OP
Method: DFT, the ωB97M-V functional and the def2-TZVPD basis

Element x y z (Å)
O (1.49, 0.56, 0.16)
P (0.41, -0.37, 0.95)
C (-0.93, 0.03, -0.22)
F (-1.89, -0.89, -0.37)
F (-1.50, 1.21, 0.13)
H (2.30, 0.83, 0.57)
H (0.50, -1.69, 0.11)
H (-0.40, 0.32, -1.34)

The structure (SMILES) is OPC(F)F. The gap between HOMO and LUMO is 10.4 eV. For the LUMO energy, the calculation gives 0.50 eV.

(x)
Molecular formula: CH3F2OP
Method: DFT, the ωB97M-V functional and the def2-TZVPD basis

Element x y z (Å)
C (-1.19, -0.30, -1.57)
O (-0.09, -0.44, -1.26)
H (-1.57, 0.10, -2.57)
H (-2.12, -0.70, -0.92)
F (1.98, 2.29, 2.83)
P (2.05, 2.64, 1.26)
F (0.42, 2.68, 1.07)
H (2.27, 1.27, 1.05)

The structure (SMILES) is C=O.FPF. The gap between HOMO and LUMO is 10.9 eV. For the LUMO energy, the calculation gives 0.72 eV.

Stability summary: most stable (x), least stable (w).